Entry 1:
Formula: CH4NP
Source: OMol25
Level of theory: wB97M-V/def2-TZVPD

```
7
Properties=species:S:1:pos:R:3:mulliken_charge:R:1
C -0.56 0.24 -1.43 -0.609
H 0.01 1.05 -1.60 0.317
N 0.61 -0.07 1.54 -0.542
H -1.53 -0.09 -1.83 0.224
H 0.56 -0.98 1.87 0.272
H 1.48 0.25 1.26 0.236
P -0.58 -0.41 0.20 0.103
```

Relative energy (zero: lowest compared OMol25 entry of this formula, charge and spin): 83.7 kJ/mol
Multiplicity: 1
Structure (SMILES): C=PN
Orbital gap: 9.517 eV

=====

Entry 2:
Formula: C2H6N
Source: OMol25
Level of theory: wB97M-V/def2-TZVPD

```
9
Properties=species:S:1:pos:R:3:mulliken_charge:R:1
N -1.51 0.05 0.54 -0.466
H -1.89 0.06 1.50 0.327
H 1.92 -0.70 -1.42 0.308
H 0.30 -1.38 -0.75 0.331
C 0.91 0.39 0.03 -0.160
H -0.28 0.43 0.36 0.372
C 1.11 -0.65 -0.69 -0.462
H 1.57 1.14 0.46 0.414
H -2.14 0.64 -0.03 0.335
```

Relative energy (zero: lowest compared OMol25 entry of this formula, charge and spin): 528.6 kJ/mol
Multiplicity: 1
Total charge: +1
Orbital gap: 7.780 eV

=====

Entry 3:
Formula: C42H50N6O4ScSe3
Source: OMol25
Level of theory: wB97M-V/def2-TZVPD

```
106
Properties=species:S:1:pos:R:3:mulliken_charge:R:1
C -0.80 -3.43 -3.56 0.205
C -3.22 -2.66 5.29 -0.555
C 0.44 2.30 1.58 -0.797
H 1.73 -5.39 1.36 0.440
C 1.12 1.91 -3.01 -0.440
H -0.19 2.20 7.26 0.352
H 0.58 -3.69 -5.17 0.422
H 3.04 -4.71 -0.72 0.492
C 4.18 0.56 -6.52 -0.638
H -5.27 -2.23 4.86 0.410
H -3.29 -4.63 -0.59 0.396
C 3.63 -0.73 -6.51 -0.848
H -2.67 4.32 -0.79 0.524
H -3.88 -2.95 -0.53 0.218
N 0.48 -1.63 -3.96 -0.662
H -3.04 1.59 0.42 0.031
H 4.99 0.80 -7.20 0.404
H -4.27 -3.95 -1.93 0.563
H -3.41 -2.90 6.33 0.427
C 1.64 4.05 2.29 0.235
Se -0.21 0.57 1.45 -0.374
O -2.84 -0.78 -0.56 -0.340
H 2.54 0.84 -0.24 -0.297
H -0.25 -5.94 -5.75 0.435
H 3.85 -2.66 -1.53 0.701
H 0.08 -4.84 1.73 0.304
H -4.85 -1.68 2.49 0.462
C 3.69 1.51 -5.66 -1.119
N 0.16 3.34 0.77 1.458
O -2.33 -3.24 -1.80 0.490
C 2.64 1.20 -4.78 0.808
H 0.73 2.65 -2.33 0.063
C 2.08 -0.10 -4.77 1.254
C -0.70 -5.40 -4.94 -1.014
H -3.54 4.36 1.64 0.410
H 3.03 0.21 -1.84 0.180
H -1.71 5.20 0.37 0.429
C -1.93 -2.74 4.79 -0.849
Sc -0.95 -1.29 -1.13 0.709
H -1.48 2.25 6.06 0.288
H 1.92 7.62 0.96 0.431
C -1.85 -4.00 -2.84 0.325
H 4.01 -0.16 -0.40 0.473
C 2.36 -4.22 -1.40 -1.216
C -2.74 -2.06 2.66 0.212
H -0.96 3.73 6.87 0.409
H -1.11 -3.03 5.44 0.436
H 2.55 3.18 -3.92 0.443
H 2.79 2.39 3.92 0.558
C -0.84 3.36 -0.29 -0.663
Se 1.93 -1.56 -0.38 0.159
H -2.21 3.31 2.06 -0.079
C 2.12 2.19 -3.89 -0.853
C 2.77 -2.77 -1.66 -0.252
C 3.01 0.01 -0.77 -0.355
C -4.04 -1.98 3.14 -0.544
N -0.37 -2.12 -3.15 0.829
H -0.67 -2.47 3.05 0.419
H 1.44 1.14 5.52 0.512
C -1.67 -2.43 3.46 -0.152
N -3.29 -1.04 0.62 -1.059
O -1.32 -2.09 0.77 0.232
H -4.38 2.65 -0.01 0.376
H 1.26 3.60 5.74 0.222
C -0.61 2.79 6.45 -1.412
C 2.56 6.21 2.45 -0.749
H 1.39 -3.64 1.59 0.317
C 0.42 3.02 5.35 -0.042
H 3.05 4.64 3.82 0.353
H -2.11 -6.94 -4.46 0.433
H -4.27 1.97 1.62 0.395
C -2.05 4.20 0.10 -0.886
H 2.52 -2.46 -2.67 -0.114
C -1.74 -5.95 -4.21 -0.883
C -2.32 -5.26 -3.16 -0.632
N 1.34 2.71 2.51 0.612
H 2.16 0.93 3.15 0.187
C 0.90 4.44 1.18 1.158
C -3.69 2.39 0.79 -1.058
H 2.37 -4.78 -2.34 0.439
H -3.13 -5.71 -2.60 0.489
H -1.09 2.32 -0.50 -0.134
C 0.98 5.73 0.67 -0.691
H 3.21 6.93 2.93 0.419
H 4.10 2.51 -5.66 0.441
C 1.88 1.89 3.59 -1.352
C 1.83 6.61 1.32 -0.931
C 1.02 -0.40 -3.83 -0.944
C 0.92 1.71 4.75 -0.163
C 0.55 0.60 -2.94 1.069
C -2.87 3.59 1.23 -0.020
C 2.48 4.93 2.95 -0.834
C 1.00 -4.59 1.22 -1.093
H 4.02 -1.48 -7.19 0.431
Se 0.56 -4.47 -0.67 0.243
H -0.03 3.64 4.56 0.177
H 0.07 1.10 4.43 0.040
C -0.23 -4.14 -4.61 -0.152
C -4.27 -2.28 4.47 -0.641
H 0.41 6.04 -0.20 0.463
C -3.51 -3.73 -1.17 -1.318
H -0.35 3.77 -1.19 0.215
N -2.46 -1.72 1.29 1.536
C 2.61 -1.05 -5.66 -0.245
O -0.37 0.38 -2.06 -0.530
H 2.20 -2.05 -5.67 0.369
```

Relative energy (zero: lowest compared OMol25 entry of this formula, charge and spin): 39.9 kJ/mol
Multiplicity: 1
Total charge: +1
Orbital gap: 6.533 eV

=====

Entry 4:
Formula: C38H32BrCl56IN4O7PS3
Source: OMol25
Level of theory: wB97M-V/def2-TZVPD

```
143
Properties=species:S:1:pos:R:3:mulliken_charge:R:1
H 0.35 -1.57 -4.27 0.037
Cl 4.46 5.53 11.58 -0.066
Cl 8.26 6.23 7.04 -0.091
Cl 0.95 -5.93 -2.85 -0.035
C 0.12 -1.49 -5.36 -0.519
Cl 1.22 -8.17 -1.04 -0.092
Cl 12.15 2.95 4.72 -0.105
Cl 4.69 4.82 -11.15 -0.098
Cl -7.43 4.51 5.07 -0.100
C -3.47 -2.58 8.21 0.286
Cl 4.02 -0.58 5.32 -0.040
C 8.38 -0.95 5.14 0.246
Cl 7.35 -2.51 10.23 -0.100
H -3.14 -1.36 1.05 -0.258
C 11.58 2.96 3.04 0.345
C 2.54 -0.50 6.30 0.159
Cl 2.21 1.19 6.73 -0.102
C -2.11 1.06 -4.09 -0.378
Cl -10.84 -7.39 -8.13 -0.080
H -0.64 1.69 1.02 0.486
Cl -12.25 -6.77 -5.68 -0.081
O -2.08 -2.67 -0.91 -0.293
C 1.79 -0.73 2.01 -0.309
Cl -10.41 -4.85 -6.82 -0.107
C -1.14 1.63 -1.96 -0.368
H -2.84 -2.39 -4.21 -0.092
O -0.84 3.94 -5.09 -0.390
C 2.97 2.45 -6.58 -0.076
Cl -4.24 -1.01 8.51 -0.088
H 4.84 1.78 -5.46 0.320
Cl -10.29 2.61 -0.12 -0.104
O 4.54 3.86 -5.40 -0.371
C 0.12 0.90 0.74 -1.278
Cl 5.41 -0.70 9.07 0.037
Cl 4.91 2.68 11.46 -0.001
O -4.18 0.53 2.32 -0.229
C -10.73 -6.58 -6.56 0.365
H -2.45 -3.38 4.77 0.490
C -1.41 -2.30 -2.07 -0.892
H -1.23 -3.14 -5.74 -0.761
Cl 9.47 -2.13 4.38 -0.092
C 5.30 4.17 12.34 0.277
Br -0.69 5.03 -2.18 -0.186
H -0.78 2.41 -1.24 0.400
H 5.12 2.68 -7.04 0.386
C -1.50 -0.80 -2.50 1.152
Cl -9.40 -7.29 -5.62 -0.105
Cl 5.41 5.70 7.01 -0.097
Cl -4.85 -3.33 -6.01 -0.080
H 0.36 -0.95 -0.40 0.246
C -0.01 -3.03 2.68 0.348
C -3.49 -2.36 -0.95 0.312
Cl 2.03 3.96 -10.41 -0.109
Cl -10.16 3.72 2.55 -0.047
Cl 10.96 4.57 2.63 -0.095
N -1.66 2.02 -3.19 0.805
Cl 6.91 5.44 9.48 0.050
Cl 2.71 6.77 -10.34 -0.094
C -2.03 -0.39 -3.81 0.517
S 0.43 0.17 -6.08 -0.182
H -4.84 -1.93 0.75 0.648
Cl -11.29 5.27 0.38 -0.095
H -5.43 0.00 -0.65 0.482
Cl 2.76 -1.44 7.78 -0.097
Cl -5.88 -3.28 -3.31 -0.079
Cl 0.38 -6.40 -8.51 -0.092
Cl -1.38 -7.49 -2.11 -0.102
H 0.85 -2.19 -5.87 0.586
C -1.04 0.25 -1.54 -0.476
Cl 9.29 0.51 5.55 -0.033
Cl 7.08 -0.53 4.00 -0.090
H 1.78 4.21 -4.50 0.230
Cl -5.79 5.60 2.95 -0.106
C 0.17 -6.84 -1.54 0.142
H -0.40 -0.30 2.49 0.273
C 0.53 0.22 2.13 -0.392
Cl -1.63 -5.52 -6.63 -0.030
H 4.41 2.80 -3.59 0.325
S 1.42 -2.51 1.72 -0.137
Cl 6.44 8.06 8.35 -0.107
C -1.66 -3.40 3.98 -0.134
H -3.40 -1.17 -5.38 1.054
H -3.85 -1.94 -1.93 -0.412
Cl 7.69 -1.65 6.61 -0.018
H 2.40 -0.38 1.13 0.427
O -0.79 -3.14 -2.66 -0.285
H 0.82 1.04 2.84 0.341
Cl 10.28 1.77 2.85 -0.056
Cl -2.82 -2.62 6.55 -0.116
C 1.72 1.01 -5.08 -0.015
C 3.85 3.58 -4.17 -0.663
C 3.32 5.13 -10.07 0.351
Cl -7.15 -4.94 -5.30 0.024
Cl -4.66 -3.87 8.40 -0.099
N -1.56 -4.49 3.22 -0.548
P -1.77 3.76 -3.70 0.150
Cl 12.92 2.55 1.96 -0.093
O -4.96 2.09 0.94 -0.551
C 4.46 2.61 -6.13 -0.688
Cl -0.11 -5.75 -0.17 0.009
Cl 1.18 -1.15 5.38 -0.016
Cl 4.93 -1.86 11.68 -0.102
N 1.99 2.35 -5.47 0.193
N -0.49 -4.25 2.39 -0.004
C 0.03 -6.11 -6.80 0.212
C -4.40 0.00 -0.18 0.239
H 2.90 1.51 -7.20 0.342
C -2.49 -1.50 -4.81 -0.847
O -0.72 -2.41 3.69 -0.032
H -1.32 -0.72 0.39 -0.479
H 3.91 4.52 -3.54 0.336
C -0.48 -0.24 -0.17 0.717
C 6.76 6.36 7.97 0.258
C -1.32 -2.02 -5.75 0.354
H -3.72 0.47 -0.94 -0.237
Cl 6.99 0.15 11.34 -0.058
Cl -12.72 2.98 1.41 -0.091
Cl 3.84 4.96 -8.39 -0.048
H -1.48 4.08 -5.82 0.345
H -4.03 -3.33 -0.81 0.728
C -3.95 -1.44 0.27 -0.483
C -4.53 0.96 1.06 0.152
Cl 0.22 -7.62 -5.90 -0.047
H 2.47 -0.67 2.90 -0.078
Cl 4.76 4.03 14.02 -0.098
I -2.98 1.58 -6.00 0.180
Cl 1.16 -4.89 -6.17 -0.045
H -1.59 -1.70 -6.80 0.364
C -6.29 4.11 3.77 0.389
H 1.02 1.40 0.31 0.346
C 6.17 -1.23 10.58 0.234
C -5.61 -4.30 -4.73 0.194
H 1.97 2.86 -3.34 0.146
Cl -4.54 -5.65 -4.29 -0.066
Cl -4.86 3.31 4.46 -0.127
Cl -2.15 -2.82 9.36 -0.083
H -4.11 1.31 2.90 0.175
C -11.11 3.64 1.05 0.324
H 2.70 3.32 -7.24 0.043
C 2.32 3.24 -4.33 -0.214
S 2.44 0.16 -3.86 -0.156
Cl -7.07 3.03 2.60 -0.044
Cl 7.06 4.42 12.30 -0.120
```

Multiplicity: 1
Total charge: +1
Orbital gap: 6.167 eV

=====

Entry 5:
Formula: C4H9NO
Source: OMol25
Level of theory: wB97M-V/def2-TZVPD

```
15
Properties=species:S:1:pos:R:3:mulliken_charge:R:1
H 0.47 -1.90 -0.27 0.397
C 1.06 1.51 -0.75 -0.921
H 0.83 2.59 -1.10 0.259
H -1.80 -1.52 1.05 0.334
H 2.36 -0.68 -0.63 0.660
H 1.94 1.35 -0.13 0.344
H 1.58 -0.48 -0.10 -0.997
C 0.76 -0.96 0.34 -0.263
C -1.72 -0.58 0.46 -0.926
N -0.40 -0.07 0.46 0.068
H -1.99 -1.05 -0.58 0.312
O -1.30 1.73 -0.59 -0.612
H -2.42 0.22 0.70 0.301
H 0.94 -1.30 1.42 0.323
C -0.29 1.13 -0.27 0.722
```

Relative energy (zero: lowest compared OMol25 entry of this formula, charge and spin): 807.8 kJ/mol
Multiplicity: 1
Orbital gap: 5.702 eV

=====

Entry 6:
Formula: C35H44ClGe2N2O2PtSSi
Source: OMol25
Level of theory: wB97M-V/def2-TZVPD

```
89
Properties=species:S:1:pos:R:3:mulliken_spin:R:1
C -1.87 -0.31 2.01 0.045
S -0.22 -0.22 2.46 0.352
C -1.95 -2.04 5.24 0.005
C -4.66 -0.67 5.34 0.000
H -1.98 -2.91 2.42 -0.001
C -3.01 -0.45 2.83 -0.025
C -2.15 1.03 5.36 0.010
H -4.64 -2.46 -4.36 0.000
C -0.81 4.45 -3.47 0.001
C -1.86 -3.87 1.91 0.000
H 1.39 -2.66 2.49 0.000
H -2.68 1.90 4.98 0.000
C -4.31 -0.49 0.77 -0.002
C -0.03 -5.72 0.17 0.000
H 1.96 4.44 -3.32 0.000
Ge -0.16 -3.93 0.95 0.009
H -2.71 -4.01 1.24 0.000
Cl 8.13 0.60 -2.59 0.000
H 4.84 -2.88 -3.92 0.000
H 1.07 -4.29 3.14 0.000
C 2.53 -3.42 -1.50 0.000
H 3.36 1.44 -2.25 -0.003
O 1.71 0.55 -0.71 -0.022
H -5.25 -0.55 0.26 0.000
H -0.37 5.24 -4.08 0.000
H -1.10 1.12 5.07 -0.003
C 0.10 4.18 -2.27 0.002
C 5.47 1.09 -2.42 -0.001
H -0.92 3.55 -4.09 0.000
H -4.64 -0.72 6.44 0.000
C 1.29 -3.71 2.23 0.000
H 2.10 3.41 -1.87 0.000
H -4.30 -4.23 -2.67 0.000
H -2.36 -4.15 -1.16 0.000
C -0.52 3.13 -1.43 -0.009
C 1.47 3.66 -2.73 0.001
H -0.97 -2.09 4.75 0.001
H 1.08 -0.95 -3.29 0.000
H 4.95 -1.37 0.52 0.000
H -0.72 5.81 -1.08 0.000
N -1.96 -0.26 0.66 -0.070
H -2.20 1.05 6.46 0.001
H -5.27 0.19 5.06 0.000
C -2.88 -1.37 -3.79 0.006
Pt -0.09 0.05 0.01 0.549
C -1.79 -1.32 -2.93 0.041
C 1.80 -1.69 -2.99 0.024
H -3.14 -0.30 -1.03 0.001
C -3.15 -0.34 0.04 0.001
C 4.22 0.91 -1.86 0.006
O 2.49 -1.06 0.63 0.002
C -2.49 -3.36 -1.90 0.003
H 2.39 -4.03 -0.62 0.001
H -0.88 -5.94 -0.48 0.000
C -3.59 -3.42 -2.75 -0.001
N -0.93 2.27 -0.79 -0.009
H 4.44 -4.29 -1.93 0.000
H 0.88 5.26 -0.55 0.000
H -5.13 -0.66 2.73 0.001
H 0.72 6.22 -2.03 0.000
C 3.92 -2.77 -3.35 0.003
C -3.78 -2.42 -3.70 0.005
H -1.80 4.77 -3.15 0.000
C 3.70 -3.56 -2.23 0.000
H 0.88 -5.86 -0.41 0.000
C 2.68 -0.21 -0.21 -0.035
H 7.24 -1.04 -0.46 0.000
H 2.24 -4.04 1.82 0.000
C 4.04 0.03 -0.80 -0.002
H -0.04 -6.45 0.99 0.000
H -3.02 -0.59 -4.52 0.001
C 0.25 5.45 -1.42 0.001
C -1.57 -2.32 -1.98 -0.034
H 3.14 -1.21 -4.59 0.000
H 5.63 1.76 -3.25 0.000
Si -2.91 -0.53 4.71 -0.007
C 6.38 -0.50 -0.84 -0.001
C 6.54 0.38 -1.90 0.001
C 5.12 -0.68 -0.30 0.000
C -4.22 -0.54 2.16 0.007
H -1.10 -0.48 -3.00 -0.033
Ge -0.03 -2.22 -0.75 0.169
H -2.50 -2.95 5.00 0.000
H -1.87 -4.66 2.65 0.000
H -1.78 -2.02 6.32 0.000
H 1.36 2.77 -3.34 0.000
C 1.56 -2.49 -1.86 -0.002
C 2.97 -1.84 -3.73 0.008
H -5.16 -1.58 4.99 0.000
```

Relative energy (zero: lowest compared OMol25 entry of this formula, charge and spin): 0.0 kJ/mol
Multiplicity: 2
Orbital gap (spin up / spin down): 7.448 / 6.942 eV

=====

Entry 7:
Formula: C6H14O
Source: OMol25
Level of theory: wB97M-V/def2-TZVPD

```
21
Properties=species:S:1:pos:R:3:mulliken_charge:R:1
O 0.05 -2.19 0.04 -0.896
H 1.32 0.45 2.64 0.381
H -0.30 -0.21 2.52 0.408
C -0.41 1.38 0.30 -0.580
H 0.60 -2.94 -0.01 0.150
H -2.02 -0.75 -0.63 0.276
H 1.66 0.37 -1.13 0.193
H -0.14 1.32 -1.88 0.224
H -0.57 -1.00 -1.68 0.309
C 0.54 0.29 0.68 1.136
H 2.69 -0.34 0.12 0.326
H 0.01 2.40 0.41 0.263
C -1.45 -0.36 -1.47 -1.041
H -1.79 1.81 -1.47 0.408
H -1.25 1.26 1.00 0.396
C 1.71 0.03 -0.11 -0.906
C 0.69 -0.21 2.06 -1.531
H 1.08 -1.25 2.16 0.276
C -1.00 1.11 -1.20 -0.573
H -2.12 -0.40 -2.33 0.402
H 0.73 -0.75 -0.03 0.379
```

Relative energy (zero: lowest compared OMol25 entry of this formula, charge and spin): 494.1 kJ/mol
Multiplicity: 1
Orbital gap: 7.348 eV

=====

Entry 8:
Formula: C28H20ClIKN5O2
Source: OMol25
Level of theory: wB97M-V/def2-TZVPD

```
58
Properties=species:S:1:pos:R:3:mulliken_charge:R:1
C -3.74 -4.22 0.76 -0.361
H -4.46 4.64 0.85 0.353
H -4.33 2.19 0.56 0.556
N -2.11 0.69 0.75 0.121
C -3.44 2.74 0.83 -0.273
H 0.84 -1.44 -6.91 0.377
C -4.45 -3.45 1.69 0.178
C -3.50 4.14 0.97 -0.657
H -3.97 -5.28 0.67 0.362
C 2.22 -0.73 2.63 -0.269
H 2.13 2.25 1.60 0.433
H 2.21 4.71 1.79 0.487
O 3.57 -2.52 -3.17 -0.881
H 1.27 -0.28 2.93 0.441
C -4.18 -2.11 1.81 -0.896
C 4.53 -1.81 1.77 -0.815
H 2.59 -2.20 -5.26 0.420
N 2.35 -0.96 1.32 0.250
C 4.38 -1.57 3.11 -0.222
O -1.58 -1.75 -0.72 -0.660
C -2.44 -2.25 0.04 -0.049
C 1.20 2.81 1.57 -0.170
H -1.03 0.63 -3.66 0.388
C -0.24 0.00 -4.06 -0.216
C 3.68 -1.79 -0.59 -0.671
H 3.80 -2.88 -0.69 0.308
H -2.24 -4.25 -0.75 0.396
C -2.38 4.87 1.24 -0.879
C 0.79 -1.15 -5.87 -0.227
C -3.02 -0.07 1.24 -0.567
C -1.13 4.22 1.37 1.120
C 1.76 -1.57 -4.98 -0.544
N 0.10 2.13 1.37 -0.131
C -3.19 -1.49 1.03 0.819
H -3.76 0.36 1.93 0.371
C 0.08 4.91 1.61 -0.645
H -1.04 0.00 -6.06 0.352
H -2.42 5.95 1.32 0.340
N 0.69 -0.39 -3.21 0.026
H 5.44 -2.23 1.37 0.380
H -4.72 -1.51 2.53 0.352
H 3.02 -0.79 4.62 0.359
K 0.42 -0.14 -0.55 0.940
C 1.67 -1.19 -3.64 0.292
C -2.25 2.07 0.97 -0.302
H 4.67 -1.38 -0.86 0.256
C 1.25 4.22 1.69 -0.946
N 2.65 -1.27 -1.44 -0.185
C 3.19 -1.01 3.57 -0.861
H 5.18 -1.81 3.81 0.382
C 2.74 -1.71 -2.67 -0.016
Cl -5.69 -4.20 2.68 -0.303
C -2.79 -3.65 -0.03 -0.653
I 3.46 4.52 -1.26 -0.950
H 0.06 5.99 1.67 0.366
C -0.25 -0.35 -5.40 -0.673
C -1.06 2.82 1.25 0.171
C 3.49 -1.49 0.88 0.426
```

Relative energy (zero: lowest compared OMol25 entry of this formula, charge and spin): 12.9 kJ/mol
Multiplicity: 1
Total charge: -2
Orbital gap: 5.912 eV

=====

One value per record, in order, for largest force on an atom: 6.378; 3.681; 0.755; 3.399; 7.855; 1.187; 6.199; 0.418 eV Å⁻¹.
One value per record, in order, for M: 61.02; 44.08; 984.74; 2976.05; 87.12; 960.65; 102.18; 659.96 Da.